Computed, not measured: a cluster of 13 separate species, C60H110N4O26 in total, with the ωB97M-V functional and the def2-TZVPD basis.

Calculated values
Lowest unoccupied orbital energy: -0.89 eV
Calculated total energy: -123172.323 eV
Orbital gap: 8.1492 eV

Last column: Mulliken charge in e.
Geometry (Å):
H  -5.181  3.455  4.027  0.382
C  1.032  -1.646  -0.254  0.492
H  1.952  7.019  4.508  0.280
H  6.111  1.990  -5.885  0.388
H  4.938  3.699  -7.061  0.389
O  -5.874  0.590  0.033  -0.384
H  -6.548  4.151  -1.363  0.076
H  2.028  4.825  -0.656  0.172
C  0.909  4.816  -3.662  -0.447
H  -4.398  0.908  -1.385  0.134
H  -3.012  -1.771  -4.338  0.239
C  1.505  1.032  0.169  -0.223
H  -4.052  1.392  0.300  -0.146
O  4.103  3.325  -1.044  -0.131
H  -1.937  -0.515  -4.007  0.300
C  1.039  6.830  5.073  -0.818
O  1.798  0.867  6.847  -0.019
H  1.342  -6.203  1.542  0.622
C  -1.384  0.988  5.695  0.042
C  3.810  3.778  2.676  -1.035
H  -3.112  -1.841  4.873  0.259
H  -2.046  -4.870  -1.260  0.234
C  1.686  4.736  2.803  0.476
H  0.272  3.946  -3.506  0.258
H  0.769  0.915  8.661  0.133
H  5.617  -1.635  2.148  0.386
H  2.153  5.709  2.655  0.422
H  1.274  4.289  1.898  -0.423
C  6.730  -2.959  -0.731  -0.731
H  -3.131  4.964  0.948  0.178
H  3.131  -3.813  0.439  -0.159
C  1.562  -8.142  -0.527  -0.746
N  -2.016  2.734  7.396  1.010
O  7.604  -0.691  -3.353  -0.588
H  -5.245  5.438  1.664  0.391
C  -5.250  -0.035  -4.173  -0.401
C  -4.422  -5.362  -3.509  0.018
H  -1.374  -6.065  -4.751  0.254
H  -6.450  1.597  3.278  0.525
H  -4.642  -0.944  6.631  0.441
H  -5.090  -6.054  -2.995  0.400
H  1.443  -1.998  3.209  -0.005
C  5.448  3.041  -1.311  -0.858
O  2.065  -4.267  2.040  -0.373
H  3.504  0.637  -0.339  0.180
O  -1.856  1.037  1.070  -0.491
C  5.079  0.090  -5.127  0.140
O  3.912  -0.670  -5.454  -0.455
H  -3.039  -6.342  -1.433  0.368
H  4.427  -6.385  -1.342  0.540
C  1.980  4.348  -1.635  -0.178
C  -2.937  -5.391  -0.910  -0.756
C  -2.924  -0.886  5.339  -0.135
H  3.621  4.137  -5.995  0.180
H  1.381  3.468  -1.400  0.255
C  -4.174  -4.109  -2.526  0.153
H  3.120  -1.856  -0.681  0.457
H  6.415  0.322  -1.520  0.588
C  -0.360  -4.894  1.954  -1.167
H  -3.073  -1.007  -2.724  0.191
H  3.258  3.322  -3.011  -0.144
O  -3.235  -6.080  -3.864  -0.375
C  3.409  3.923  -2.114  0.017
H  1.672  4.588  -4.407  0.028
C  -0.028  -0.804  0.001  -0.976
C  3.378  -6.624  -1.250  -0.819
H  5.151  0.397  -4.084  -0.172
C  2.335  -1.155  -0.439  -0.421
H  5.665  2.579  -2.274  0.118
C  -5.928  -3.196  -6.100  -0.983
H  1.015  -4.926  0.407  -0.469
H  3.250  3.219  -7.404  0.305
C  6.235  -2.904  0.535  -0.718
H  -2.959  -3.760  1.556  0.244
H  -1.341  4.811  -1.135  0.137
C  -2.959  -0.829  -3.793  -0.430
C  -1.728  -0.210  5.020  -0.836
O  -5.151  -2.215  -5.352  -0.095
H  -6.901  -0.903  -5.272  0.447
H  3.679  -8.332  -0.075  0.394
H  -0.441  -7.776  -0.998  0.482
H  -4.873  -4.890  -4.382  -0.292
H  -0.438  -5.101  3.021  0.443
H  6.081  3.925  -1.390  0.500
O  -6.302  5.802  -0.184  -0.464
C  2.815  -0.288  -4.657  -0.170
C  -3.747  -0.412  6.342  -0.917
H  -1.074  -5.544  1.448  0.170
H  7.153  -3.860  -1.150  0.454
H  -1.010  -1.224  0.159  0.552
O  0.751  5.447  4.961  -0.204
C  -2.292  -5.479  -4.714  -0.614
H  -5.874  5.454  -2.187  0.185
C  6.248  -0.558  -0.917  0.004
C  2.918  -7.730  -0.550  -0.311
O  -3.846  0.183  -4.265  -0.421
H  -5.379  -4.123  -6.266  0.256
H  3.662  -5.450  1.251  0.371
H  3.912  4.845  -2.403  0.354
C  6.665  -1.750  -1.490  0.152
H  1.769  1.978  0.619  0.236
H  1.837  -0.509  8.396  0.331
C  -5.811  1.284  2.452  -0.539
C  -5.813  -0.926  -5.339  -0.765
H  2.683  -0.807  -3.708  -0.004
H  5.894  2.423  -0.531  0.290
C  0.482  4.879  3.648  -0.434
C  2.334  -5.886  -1.944  0.149
H  2.556  1.368  4.248  0.047
H  -5.416  -0.591  -3.250  0.209
C  1.010  -6.308  -1.915  -0.390
H  -2.026  6.441  -1.504  0.389
C  0.560  -7.427  -1.205  -0.330
H  2.832  0.770  -4.394  0.133
H  1.213  7.124  6.108  0.228
C  1.085  -5.146  1.472  0.393
O  -0.536  2.706  0.500  -0.609
O  1.327  5.296  -2.445  -0.500
H  -7.194  0.158  1.279  0.314
C  -3.748  5.448  0.190  -0.259
H  -1.031  -0.541  4.265  0.653
C  3.153  0.747  6.268  -0.953
H  -3.340  -3.550  -2.949  -0.154
C  3.289  -4.429  1.324  -0.373
H  0.176  5.485  -4.114  0.346
H  3.632  -0.178  6.587  0.369
O  -0.978  3.287  7.536  -0.550
H  -5.217  2.345  -0.627  -0.482
C  0.237  0.573  0.148  -0.269
C  2.513  0.211  -0.300  -0.671
H  1.880  -0.630  -5.101  0.273
H  4.339  2.963  3.171  0.264
C  5.924  -1.670  1.113  -0.477
O  -3.480  5.059  -1.179  -0.227
H  -4.098  2.092  4.371  0.210
H  1.634  -0.345  2.579  0.117
H  5.122  1.142  -7.061  0.441
H  -3.547  3.455  3.361  0.079
C  -5.198  5.161  0.611  -0.121
C  -2.215  1.492  6.674  -0.723
H  -6.102  -2.760  -7.083  0.358
O  -4.852  2.327  2.340  0.149
C  -3.372  0.787  6.975  0.019
H  -7.156  1.976  0.849  0.273
N  2.675  -4.652  -2.695  1.067
C  -6.628  1.085  1.189  -0.678
C  1.732  0.570  8.286  -0.834
C  5.222  1.370  -5.999  -0.750
H  -3.725  6.537  0.231  0.414
O  2.268  -0.689  4.574  -0.510
O  4.166  2.320  -5.657  -0.207
O  2.606  3.849  3.428  -0.170
C  -4.396  2.821  3.617  -0.682
C  4.006  3.338  -6.628  -0.867
H  -2.774  -5.564  -5.688  0.339
O  -0.802  -3.543  1.745  0.264
O  7.163  -2.837  -3.495  -0.597
C  5.853  -0.500  0.415  -0.383
H  3.994  0.533  4.260  0.330
N  -0.849  1.500  0.584  1.331
H  0.839  -2.708  -0.254  0.115
H  5.926  -0.533  -5.414  0.367
H  -5.641  -0.330  -6.235  0.350
H  4.455  4.628  2.900  0.375
H  0.114  3.881  3.888  -0.120
H  -7.578  5.644  -1.713  0.305
H  -4.047  1.102  7.757  0.466
O  -2.928  3.240  8.130  -0.627
O  3.743  -4.117  -2.473  -0.547
C  -2.199  -3.208  2.109  -0.678
C  3.026  0.529  4.762  0.091
H  3.815  1.572  6.533  0.393
C  -4.815  1.343  -0.476  0.755
H  -5.343  4.085  0.707  -0.159
O  -4.025  -4.609  -1.172  -0.510
H  3.041  -1.450  2.797  0.072
H  -2.360  -3.296  3.184  0.233
H  -1.995  -4.461  -4.463  0.214
O  1.873  -4.180  -3.447  -0.639
C  -2.166  5.363  -1.585  -0.699
H  -6.851  -3.467  -5.586  0.394
C  -6.611  5.238  -1.414  -0.412
H  0.277  7.417  4.560  0.338
H  2.522  1.081  8.837  0.334
H  -2.814  -5.678  0.135  0.315
H  -2.187  5.185  -2.660  0.258
H  -2.416  -2.208  1.735  0.216
H  6.297  -3.734  1.222  0.587
H  -5.395  0.358  2.851  0.235
C  2.085  -1.117  3.202  0.116
H  4.032  -3.970  1.976  0.387
H  -5.028  -3.431  -2.551  0.303
H  -5.753  0.925  -4.053  0.452
H  5.589  0.444  0.869  0.332
H  3.819  3.528  1.616  0.402
N  7.194  -1.768  -2.885  1.016
H  1.242  -9.006  0.037  0.413
H  0.258  -5.677  -2.366  0.723
H  -0.391  5.380  3.228  0.457
H  -0.448  1.495  5.514  0.805

***

Computed, not measured: a cluster of 14 separate species, C21H62NO18P in total, with the ωB97M-V functional and the def2-TZVPD basis.

Calculated values
Lowest unoccupied orbital energy: -1.88 eV
Calculated total energy: -70407.364 eV
Orbital gap: 7.9940 eV

Last column: Mulliken charge in e.
Geometry (Å):
H  -6.027  4.433  0.241  0.290
H  -7.011  6.018  -2.157  0.237
H  -0.697  -1.008  -0.369  0.239
H  -6.901  10.331  -2.710  0.290
H  6.469  -2.020  -2.653  0.271
O  4.126  0.341  1.544  -0.227
H  7.448  -1.078  -1.501  0.252
H  -6.965  7.607  -2.961  0.112
C  -1.256  1.508  0.493  0.347
C  0.010  -13.208  -0.218  -0.511
H  2.198  -4.308  3.432  0.275
H  3.721  -3.939  1.758  0.256
H  -4.679  7.500  -2.808  0.266
H  -6.279  6.167  -3.774  0.293
H  2.707  0.244  -4.540  0.294
H  3.329  -6.956  2.509  0.283
O  2.770  -7.723  2.708  -0.503
H  -3.395  0.787  -1.996  0.363
C  6.452  -1.481  -1.706  -0.188
H  -6.376  1.283  1.765  0.223
H  -1.163  -0.129  -2.009  0.166
H  -1.960  1.997  -1.961  0.301
H  5.263  2.045  1.810  0.228
O  -5.273  2.042  3.331  -0.535
H  0.043  -0.037  1.462  0.295
H  2.349  -12.147  1.516  0.246
H  3.498  2.263  1.898  0.184
H  1.043  1.578  -5.389  0.240
H  5.725  -0.668  -1.765  -0.038
H  -7.110  1.137  3.382  0.266
H  0.415  0.102  -4.592  0.063
H  3.513  -5.087  4.346  0.236
H  -3.951  8.453  1.239  0.306
O  3.856  0.652  -2.377  -0.620
C  3.276  -4.322  3.605  -0.569
H  6.074  -1.880  0.154  0.260
O  -4.118  3.677  0.225  -0.440
H  -5.584  9.070  0.881  0.261
H  8.376  1.754  1.614  0.301
C  -1.510  -0.470  -0.959  -0.656
C  -6.528  1.784  2.725  -0.492
H  3.609  -3.348  3.972  0.307
H  1.607  -12.267  3.129  0.263
H  -3.216  4.021  0.289  0.211
O  3.949  -4.631  2.393  -0.526
H  4.359  1.484  3.248  0.292
O  -5.171  6.926  -2.207  -0.503
O  -1.593  2.721  0.679  -0.504
H  3.061  -7.459  4.731  0.257
C  2.211  -11.639  2.473  -0.559
O  2.319  -0.043  -5.377  -0.532
H  3.924  -1.633  0.178  -0.178
H  -4.854  5.299  1.266  0.274
H  6.883  0.732  0.198  0.043
C  -2.791  1.510  -1.324  -0.626
H  -9.075  10.208  -4.530  0.218
C  7.455  1.619  -0.087  -0.429
C  0.144  1.061  1.120  -0.756
O  2.414  2.491  -1.858  -0.301
C  -8.616  10.527  -3.595  -0.561
H  1.703  -10.683  2.319  0.259
H  2.079  -2.433  -0.932  0.157
H  -1.038  -13.513  -0.276  0.287
O  0.745  -14.157  0.540  -0.487
C  -6.430  6.666  -2.813  -0.446
C  1.003  0.486  -5.431  -0.364
P  2.498  -1.454  0.046  0.596
O  -4.059  9.960  -0.167  -0.534
H  6.836  2.260  -0.716  0.227
H  -4.758  8.023  -0.300  -0.070
C  1.433  2.602  -0.817  0.346
H  -8.607  11.619  -3.550  0.263
O  -7.284  10.035  -3.546  -0.486
C  1.255  1.236  -0.026  0.602
H  3.986  -10.861  2.483  0.286
O  3.474  -11.417  3.084  -0.511
H  0.433  -13.131  -1.223  0.259
O  7.830  2.342  1.076  -0.538
H  -7.064  2.725  2.577  0.210
H  4.872  -0.221  1.793  0.186
H  0.538  0.178  -6.367  0.273
H  0.076  -12.237  0.275  0.182
O  6.079  -2.381  -0.670  -0.521
C  -4.999  4.790  0.309  -0.677
O  1.894  -1.707  1.441  -0.687
C  4.327  1.606  2.163  -0.611
C  2.210  0.315  -0.530  0.445
O  0.881  3.700  -0.664  -0.525
H  -2.324  -1.264  -1.169  0.330
H  -4.779  2.616  2.728  0.317
H  -3.208  9.700  -0.540  0.288
H  -4.799  5.478  -0.515  0.230
H  2.578  -9.094  4.220  0.224
H  -9.188  10.125  -2.755  0.268
H  0.671  -15.005  0.084  0.284
H  0.411  1.676  2.056  0.391
H  4.237  -8.530  3.908  0.250
C  3.188  -8.228  3.965  -0.523
N  -2.194  0.641  -0.224  -0.031
H  -3.544  2.273  -0.930  0.056
H  8.350  1.324  -0.641  0.398
C  2.937  1.160  -1.686  0.325
C  -4.618  8.806  0.448  -0.178